{
  "formula": "C47H40Cl7CsN6O5S2",
  "method": "ωB97M-V/def2-TZVPD",
  "elements": ["Cs", "Cl", "C", "C", "C", "N", "C", "O", "C", "C", "C", "C", "C", "N", "C", "C", "C", "Cl", "N", "C", "O", "C", "C", "C", "C", "C", "N", "H", "H", "H", "H", "H", "H", "H", "H", "H", "H", "Cl", "C", "Cl", "H", "H", "S", "C", "N", "C", "C", "N", "C", "C", "C", "C", "C", "C", "C", "C", "S", "C", "C", "C", "C", "C", "C", "C", "H", "H", "H", "H", "H", "H", "H", "H", "H", "H", "H", "H", "H", "H", "H", "H", "H", "H", "Cl", "C", "Cl", "H", "H", "C", "C", "C", "C", "Cl", "C", "C", "C", "O", "C", "C", "O", "O", "H", "H", "H", "H", "H", "H", "H", "H"],
  "positions_angstrom": [[-0.51910, 0.25477, -0.02407], [-5.70799, -5.37128, -0.16535], [-4.69604, -4.17556, 0.61435], [-3.56889, -3.71156, -0.04353], [-2.71398, -2.75155, 0.50421], [-1.57631, -2.43591, -0.22412], [-1.67224, -2.10240, -1.49778], [-0.73904, -2.17805, -2.33387], [-2.94746, -1.39019, -1.96998], [-3.53427, -1.71086, -3.19018], [-4.72286, -1.09693, -3.53631], [-5.27920, -0.16663, -2.66890], [-4.59558, 0.12549, -1.49979], [-3.45374, -0.46144, -1.15878], [-2.99099, -2.22077, 1.81361], [-4.13117, -2.74156, 2.44905], [-4.96787, -3.68706, 1.87130], [-6.36545, -4.23727, 2.77683], [-2.17166, -1.20640, 2.31872], [-2.39644, -0.71455, 3.52240], [-3.25409, -1.01393, 4.38912], [-1.45154, 0.41339, 3.97166], [-1.68086, 0.95108, 5.24413], [-0.85903, 1.95006, 5.72400], [0.18604, 2.39680, 4.92662], [0.33854, 1.81603, 3.67937], [-0.45414, 0.85665, 3.20311], [-3.32190, -4.12501, -1.01272], [-3.04584, -2.43069, -3.83270], [-5.21837, -1.34218, -4.46869], [-6.21619, 0.32638, -2.89434], [-4.98497, 0.85901, -0.79887], [-4.37607, -2.36623, 3.42851], [-2.50832, 0.54912, 5.80948], [-1.02657, 2.37579, 6.70759], [0.86724, 3.17265, 5.25637], [1.13971, 2.13024, 3.02016], [1.57131, -2.59322, 0.99695], [1.87529, -2.51717, -0.74280], [2.75686, -1.02657, -1.21491], [0.92716, -2.51815, -1.29396], [2.52060, -3.34698, -1.00297], [3.26760, 0.47810, 2.03445], [4.19219, 1.78461, 1.66521], [5.54686, 1.77762, 1.67933], [6.32804, 2.97306, 1.39736], [5.60341, 4.16600, 1.95509], [4.28694, 4.21288, 1.34091], [3.79046, 5.52835, 0.96222], [3.44951, 6.37130, 2.16678], [2.49795, 5.92295, 3.08286], [2.18379, 6.68722, 4.19463], [2.81492, 7.90810, 4.40706], [3.76146, 8.35946, 3.50102], [4.07742, 7.59006, 2.38710], [3.53227, 3.09503, 1.24742], [1.98989, 3.09567, 0.69283], [6.31691, 0.58477, 2.00081], [6.90879, 0.66454, 3.38720], [8.28340, 0.63704, 3.58254], [8.82096, 0.73244, 4.86130], [7.98139, 0.86141, 5.95593], [6.60349, 0.89198, 5.76821], [6.06930, 0.79418, 4.49400], [6.47687, 3.09113, 0.32049], [7.30197, 2.86099, 1.87568], [6.13009, 5.08606, 1.70252], [5.53003, 4.10370, 3.04630], [2.91538, 5.37561, 0.33263], [4.56206, 6.01831, 0.36180], [1.99720, 4.97720, 2.90918], [1.43663, 6.33175, 4.89296], [2.56548, 8.50445, 5.27577], [4.25763, 9.30909, 3.65963], [4.81872, 7.94248, 1.67770], [7.11289, 0.48529, 1.25786], [5.64881, -0.26979, 1.91023], [8.94017, 0.53820, 2.72478], [9.89503, 0.70960, 4.99853], [8.39573, 0.93732, 6.95347], [5.94181, 0.98680, 6.61989], [4.99604, 0.80894, 4.34272], [-2.62531, 2.65968, 1.25824], [-2.86476, 3.30826, -0.36541], [-3.39245, 5.01343, -0.34938], [-3.62841, 2.72464, -0.86276], [-1.93059, 3.23138, -0.90458], [3.12775, 6.49299, -3.02880], [3.46430, 5.04698, -2.80254], [4.77780, 4.62350, -2.66978], [5.05579, 3.28438, -2.44476], [6.73214, 2.76916, -2.30286], [4.04137, 2.35318, -2.35352], [2.72186, 2.76441, -2.48672], [2.42511, 4.10668, -2.70664], [1.18230, 4.62046, -2.82418], [0.08002, 3.85991, -2.31245], [-0.25954, 2.53160, -3.03516], [0.14106, 2.39688, -4.19480], [-0.92327, 1.74858, -2.30354], [4.03481, 7.09386, -3.10932], [2.51649, 6.88153, -2.21085], [2.53844, 6.61703, -3.93852], [5.58794, 5.33934, -2.74633], [4.26675, 1.30840, -2.18386], [1.93960, 2.02289, -2.42742], [-0.77642, 4.52996, -2.40087], [0.25881, 3.66057, -1.25343]],
  "forces_ev_per_a": [[0.53, 0.09, 0.75], [0.02, 0.01, 0.01], [-0.03, 0.00, 0.01], [-0.04, 0.01, 0.06], [0.07, 0.04, 0.08], [-0.06, -0.15, -0.36], [-0.17, -0.10, 0.26], [-0.10, 0.10, 0.03], [0.02, -0.24, 0.00], [0.01, 0.06, 0.01], [0.02, -0.03, -0.04], [-0.02, 0.03, 0.02], [0.08, -0.02, -0.17], [-0.04, -0.11, 0.12], [-0.17, -0.09, -0.29], [0.04, 0.16, 0.20], [-0.01, -0.02, 0.00], [0.02, 0.01, -0.02], [-0.08, -0.22, -0.24], [-0.01, 0.00, 0.11], [0.04, 0.01, -0.04], [0.04, 0.02, 0.01], [0.00, 0.00, -0.01], [0.00, 0.01, 0.01], [0.00, 0.00, 0.00], [-0.05, -0.01, -0.01], [-0.07, -0.10, -0.03], [0.01, 0.00, 0.01], [-0.01, -0.01, 0.01], [0.01, 0.00, 0.00], [0.00, 0.00, 0.00], [-0.01, -0.01, 0.01], [0.00, 0.00, 0.00], [0.00, 0.00, 0.00], [0.00, 0.00, 0.00], [0.00, 0.00, 0.00], [0.01, 0.00, 0.00], [0.11, 0.05, -0.05], [0.04, 0.00, -0.07], [-0.01, -0.07, 0.04], [-0.02, -0.03, 0.13], [-0.03, -0.02, -0.04], [0.03, 0.12, 0.11], [0.08, -0.20, -0.02], [0.01, 0.09, 0.01], [-0.02, -0.04, 0.02], [-0.04, 0.00, -0.05], [0.03, 0.01, 0.10], [0.00, 0.00, 0.00], [0.01, -0.01, 0.00], [0.00, -0.01, 0.01], [0.01, 0.01, -0.01], [0.00, -0.01, -0.01], [0.00, 0.00, 0.00], [-0.01, 0.00, 0.00], [-0.07, 0.10, -0.16], [-0.06, 0.01, 0.06], [-0.01, -0.02, -0.06], [-0.01, 0.01, 0.00], [0.01, -0.02, 0.00], [0.00, 0.00, 0.00], [-0.01, -0.01, -0.01], [0.02, 0.00, 0.00], [0.00, 0.02, 0.00], [0.03, -0.02, 0.01], [-0.01, 0.00, 0.03], [0.00, 0.01, -0.01], [0.00, 0.00, 0.01], [0.00, 0.00, -0.01], [0.01, 0.00, 0.01], [0.00, 0.00, 0.00], [0.00, 0.00, 0.00], [0.00, 0.00, 0.00], [0.00, 0.00, 0.00], [0.00, 0.00, 0.00], [0.00, 0.01, -0.01], [0.00, -0.01, 0.00], [0.00, 0.00, 0.00], [0.00, 0.00, 0.00], [0.00, 0.00, 0.00], [0.00, 0.00, 0.00], [0.00, 0.00, 0.00], [-0.13, 0.16, 0.09], [-0.04, -0.05, 0.03], [0.02, -0.02, 0.01], [-0.02, 0.02, 0.00], [-0.02, -0.05, -0.07], [0.01, -0.01, 0.01], [0.02, 0.02, 0.00], [0.00, 0.00, -0.01], [0.00, 0.00, 0.01], [-0.03, 0.01, -0.04], [-0.01, 0.00, 0.00], [0.03, -0.04, 0.00], [-0.01, 0.05, 0.03], [0.03, -0.04, -0.01], [0.13, 0.00, 0.00], [0.00, -0.01, -0.15], [-0.04, 0.01, 0.02], [-0.06, 0.55, -0.45], [0.00, 0.00, 0.00], [0.00, 0.00, 0.00], [0.00, 0.00, 0.00], [0.00, 0.00, 0.00], [0.00, 0.00, 0.00], [0.00, 0.01, 0.00], [0.00, 0.00, 0.00], [0.00, 0.00, -0.01]],
  "de_lowest_ev": 0.016,
  "charge": -2,
  "spin_multiplicity": 1,
  "homo_energy_ev": -1.69,
  "max_force_ev_per_a": 0.92,
  "e_tot_ev": -178446.8247,
  "homo_lumo_gap_ev": 4.71
}

{
  "formula": "C47H40N2O2",
  "method": "ωB97M-V/def2-TZVPD",
  "elements": ["C", "C", "O", "C", "C", "C", "C", "C", "C", "C", "C", "O", "H", "H", "H", "H", "H", "H", "H", "H", "H", "H", "H", "C", "C", "C", "C", "N", "C", "C", "C", "C", "C", "C", "C", "C", "C", "C", "C", "C", "C", "C", "C", "N", "C", "C", "C", "C", "C", "C", "C", "C", "C", "C", "C", "C", "C", "C", "C", "C", "C", "C", "H", "H", "H", "H", "H", "H", "H", "H", "H", "H", "H", "H", "H", "H", "H", "H", "H", "H", "H", "H", "H", "H", "H", "H", "H", "H", "H", "H", "H"],
  "positions_angstrom": [[3.27926, -3.76256, 4.12620], [3.11810, -3.96598, 2.62923], [3.91254, -3.08226, 1.87394], [3.71339, -3.28656, 0.52900], [4.39726, -2.37641, -0.33598], [4.42755, -2.46763, -1.73333], [3.94163, -3.59684, -2.42326], [3.90250, -3.63226, -3.79230], [4.33465, -2.54431, -4.53058], [4.87528, -1.44343, -3.88415], [4.93448, -1.40247, -2.51232], [2.99511, -4.17730, 0.08626], [2.66186, -4.45032, 4.70965], [4.31331, -3.91876, 4.43815], [3.01225, -2.74403, 4.41419], [3.39466, -4.98613, 2.33002], [2.07802, -3.81956, 2.30758], [4.89735, -1.55568, 0.14005], [3.61844, -4.44835, -1.85168], [3.52872, -4.50915, -4.29679], [4.25042, -2.55510, -5.60513], [5.24007, -0.61072, -4.46290], [5.37285, -0.55626, -2.01250], [-3.49886, 3.61819, -6.93685], [-2.36580, 2.97924, -7.39620], [-1.26007, 2.85018, -6.58731], [-1.26920, 3.36229, -5.28789], [-0.12091, 3.17071, -4.42078], [0.81061, 4.26852, -4.24547], [0.54049, 5.28179, -3.32799], [1.42051, 6.32880, -3.15850], [2.58697, 6.37724, -3.89553], [2.86973, 5.37509, -4.80563], [1.99236, 4.32879, -4.98113], [-0.10725, 2.08154, -3.46665], [0.81165, 1.02863, -3.57026], [0.84260, 0.02207, -2.64540], [-0.03757, 0.00874, -1.53516], [-0.00980, -1.06345, -0.60266], [-0.57718, -1.10883, 0.70148], [-0.79336, -2.35455, 1.33955], [-1.34213, -2.43233, 2.59041], [-1.68089, -1.27700, 3.30431], [-2.27659, -1.35191, 4.60406], [-2.02546, -0.29788, 5.56633], [-2.83977, 0.83238, 5.62833], [-2.53979, 1.86116, 6.49299], [-1.42615, 1.78053, 7.30701], [-0.62503, 0.65460, 7.27280], [-0.91900, -0.37600, 6.41086], [-3.34141, -2.29978, 4.86063], [-3.09446, -3.49051, 5.53558], [-4.12506, -4.36543, 5.80177], [-5.41411, -4.06219, 5.40301], [-5.67094, -2.88698, 4.72759], [-4.64348, -2.01003, 4.45490], [-1.42501, -0.03710, 2.70767], [-0.89088, 0.04938, 1.44865], [-0.97584, 1.06259, -1.45722], [-0.99935, 2.06775, -2.38735], [-2.40814, 4.03093, -4.84789], [-3.51265, 4.15391, -5.66185], [-4.36935, 3.70100, -7.56770], [-2.34264, 2.58491, -8.40048], [-0.36985, 2.36582, -6.94680], [-0.36331, 5.23651, -2.74743], [1.20496, 7.10484, -2.44162], [3.28152, 7.19099, -3.75812], [3.78637, 5.40661, -5.37185], [2.20853, 3.54251, -5.68350], [1.49216, 1.01369, -4.40489], [1.56577, -0.76940, -2.74066], [0.50217, -1.95392, -0.92284], [-0.53557, -3.25818, 0.81566], [-1.48990, -3.39275, 3.05288], [-3.70099, 0.89135, 4.98452], [-3.17448, 2.73146, 6.53291], [-1.17950, 2.59678, 7.96400], [0.23154, 0.58271, 7.92248], [-0.30562, -1.26094, 6.38009], [-2.08875, -3.71626, 5.84467], [-3.92402, -5.28764, 6.31896], [-6.21826, -4.75176, 5.61066], [-6.67509, -2.65187, 4.41128], [-4.83539, -1.09150, 3.93082], [-1.67483, 0.85604, 3.25282], [-0.64029, 1.01628, 1.04623], [-1.73436, 1.03004, -0.69304], [-1.70711, 2.87304, -2.29882], [-2.41506, 4.46625, -3.86272], [-4.38713, 4.67435, -5.31112]],
  "forces_ev_per_a": [[0.35, 0.39, -0.11], [-0.63, -0.88, 0.30], [0.08, 0.27, -0.30], [0.46, 0.50, -1.52], [-0.08, 0.28, 1.38], [-0.17, -0.05, -0.27], [-0.03, -0.40, -0.03], [-0.03, 0.08, -0.10], [-0.05, 0.10, -0.52], [-0.04, 0.08, -0.04], [-0.02, -0.15, 0.10], [-0.49, -0.48, 1.06], [-0.06, -0.02, -0.28], [0.03, -0.02, -0.08], [-0.05, 0.02, -0.03], [-0.20, 0.08, 0.27], [0.06, -0.16, 0.29], [0.24, 0.32, 0.13], [-0.07, 0.00, -0.02], [-0.08, -0.15, -0.07], [0.09, -0.01, -0.20], [0.10, 0.17, -0.10], [0.05, 0.26, 0.14], [-0.19, 0.07, 0.04], [-0.10, -0.06, -0.37], [0.40, 0.13, 0.68], [0.19, -0.21, 0.32], [0.19, -0.32, -0.19], [-0.22, -0.29, 0.09], [-0.12, -0.41, -0.21], [0.07, 0.17, 0.12], [0.17, 0.11, -0.04], [0.23, 0.18, 0.02], [-0.54, -0.36, 0.08], [0.06, 0.54, -0.14], [-0.19, 0.74, -0.44], [-0.12, -0.42, 0.65], [-0.12, 0.26, -0.22], [0.08, 0.15, 0.37], [0.10, 0.08, -0.16], [0.05, 0.28, -0.25], [-0.19, -0.15, 0.29], [-0.71, 0.04, 1.06], [0.49, -0.05, -0.74], [-0.06, 0.07, -0.31], [0.02, -0.61, -0.24], [-0.04, 0.21, 0.15], [0.05, 0.09, 0.08], [0.08, 0.21, 0.22], [-0.36, -0.49, -0.53], [0.15, 0.17, -0.04], [0.29, 0.46, -0.16], [-0.17, -0.13, 0.03], [-0.11, -0.28, 0.07], [-0.20, 0.03, -0.05], [0.55, 0.13, 0.02], [0.00, 0.10, 0.16], [0.15, -0.14, 0.01], [-0.06, -0.32, 0.09], [0.14, 0.17, -0.37], [0.43, -0.05, 0.20], [-0.20, 0.05, -0.20], [-0.10, 0.04, -0.10], [0.01, -0.08, -0.10], [0.21, -0.18, -0.05], [-0.25, -0.02, 0.16], [-0.06, 0.11, 0.10], [0.08, 0.11, 0.02], [0.13, 0.00, -0.11], [0.03, -0.18, -0.16], [0.15, 0.02, -0.14], [0.21, -0.24, -0.06], [0.19, -0.35, -0.11], [0.13, -0.22, -0.12], [-0.09, -0.21, 0.06], [-0.18, 0.03, -0.14], [-0.09, 0.14, -0.02], [0.02, 0.14, 0.16], [0.15, -0.01, 0.08], [0.16, -0.15, -0.06], [0.24, -0.04, 0.08], [0.04, -0.17, 0.11], [-0.07, -0.06, 0.03], [-0.12, 0.03, -0.04], [-0.04, 0.25, -0.17], [0.09, 0.22, 0.09], [-0.04, 0.13, 0.01], [-0.07, 0.10, 0.07], [-0.25, 0.09, 0.02], [-0.02, 0.06, 0.20], [-0.17, 0.09, 0.12]],
  "spin_multiplicity": 1,
  "homo_energy_ev": -5.14,
  "max_force_ev_per_a": 1.66,
  "e_tot_ev": -56459.8671,
  "homo_lumo_gap_ev": 2.64
}

What is the formula in the first record? C47H40Cl7CsN6O5S2